This record from the OMol25 dataset describes 6 unconnected molecules or ions with the total composition H13NO5 in a non-equilibrium geometry. The level of theory is wB97M-V/def2-TZVPD.

Each line ends with the Mulliken spin population.
CARTESIAN COORDINATES (ANGSTROEM)
H1 -2.721 0.969 3.809  0.00
H2 -2.471 0.679 0.329  0.00
H3 0.372 3.579 2.625  0.00
H4 0.175 0.027 -1.403  -0.02
H5 -2.250 0.748 2.469  -0.01
O1 0.891 -4.367 -3.069  0.00
H6 0.153 -4.330 -3.763  0.00
O2 2.116 -1.195 -1.662  0.01
H7 -0.090 1.802 -1.521  -0.02
H8 2.942 -1.078 -2.160  0.00
H9 0.475 -4.758 -2.275  0.00
H10 2.117 -2.166 -1.464  0.00
O3 -1.757 1.236 0.656  0.21
N1 0.273 0.989 -1.071  0.83
O4 0.680 2.931 1.948  0.03
H11 -0.019 2.307 1.806  0.00
H12 -0.975 0.923 0.029  -0.04
O5 -2.032 0.549 3.345  0.02
H13 1.206 1.141 -0.736  -0.01

Computed properties:
molar mass: 107.11 g/mol
orbital gap (alpha / beta): 10.486 / 4.026 eV
highest occupied orbital energy (alpha / beta): -14.4 / -14.4 eV
multiplicity: 2
total charge: +1
relative energy (zero: lowest compared OMol25 entry of this formula, charge and spin): 30.77 kcal/mol
E_tot: -11928.1713 eV